Computed, not measured: a 8-piece molecular cluster, C45H46F2O3 overall in a non-equilibrium geometry, with ωB97M-V/def2-TZVPD.

Output
E in Ha: -2167.6614
HOMO energy in eV: -9.00
Maximum force in eV Å⁻¹: 3.61
Frontier orbital gap in eV: 9.5

Last column: Löwdin charge in e.
Cartesian coordinates (Å):
C: -16.20 -0.16 6.00  -0.014
O: -15.47 -0.31 4.72  -0.019
C: -14.13 -0.03 4.71  -0.541
O: -13.51 0.53 5.60  0.097
O: -13.62 -0.39 3.50  -0.011
C: -12.35 0.11 3.07  -0.050
H: -16.70 0.80 6.11  0.089
H: -15.58 -0.42 6.86  0.092
H: -17.06 -0.84 5.96  0.084
H: -11.81 0.78 3.74  0.088
H: -12.55 0.69 2.17  0.093
H: -11.59 -0.65 2.88  0.091
F: -4.86 -0.17 7.12  0.019
C: -5.17 1.03 7.77  -0.247
C: -4.15 1.96 7.90  -0.044
C: -4.36 3.24 8.34  -0.086
C: -5.63 3.56 8.86  -0.083
C: -6.67 2.62 8.76  -0.064
C: -6.41 1.35 8.22  -0.027
H: -3.21 1.78 7.40  0.116
H: -3.53 3.92 8.35  0.105
H: -5.77 4.56 9.24  0.095
H: -7.67 2.95 9.03  0.100
H: -7.24 0.69 7.98  0.115
F: 2.53 2.26 -10.51  0.089
C: 2.72 3.00 -9.45  -0.300
C: 3.04 4.39 -9.60  -0.006
C: 3.20 5.18 -8.45  -0.086
C: 2.90 4.62 -7.19  -0.080
C: 2.70 3.20 -7.03  -0.072
C: 2.59 2.45 -8.18  -0.049
H: 2.98 4.79 -10.60  0.106
H: 3.47 6.22 -8.55  0.097
H: 2.98 5.20 -6.28  0.088
H: 2.45 2.78 -6.07  0.100
H: 2.52 1.38 -8.10  0.113
C: 8.75 -0.01 -5.03  -0.127
C: 8.11 0.38 -3.89  -0.084
C: 8.57 1.60 -3.36  -0.083
C: 9.63 2.32 -3.95  -0.084
C: 10.34 1.71 -4.99  -0.115
C: 9.87 0.59 -5.58  -0.103
H: 8.41 -0.91 -5.51  0.099
H: 7.33 -0.27 -3.52  0.102
H: 8.23 2.02 -2.43  0.092
H: 9.88 3.32 -3.65  0.097
H: 11.20 2.21 -5.40  0.100
H: 10.39 0.16 -6.43  0.105
C: 0.82 4.76 0.04  -0.109
C: 1.83 4.27 0.81  -0.080
C: 2.60 5.25 1.54  -0.104
C: 2.33 6.55 1.55  -0.128
C: 1.20 7.04 0.89  -0.086
C: 0.41 6.12 0.20  -0.078
H: 0.23 4.04 -0.51  0.097
H: 2.04 3.23 0.64  0.100
H: 3.49 4.94 2.07  0.098
H: 2.91 7.33 2.04  0.104
H: 0.85 8.06 0.95  0.096
H: -0.54 6.46 -0.19  0.091
C: -1.36 -2.00 -0.10  -0.116
C: -0.72 -1.94 -1.30  -0.108
C: -1.34 -1.39 -2.46  -0.070
C: -2.66 -0.93 -2.35  -0.112
C: -3.30 -1.05 -1.15  -0.111
C: -2.68 -1.50 0.04  -0.059
H: -0.78 -2.34 0.75  0.098
H: 0.26 -2.37 -1.20  0.096
H: -0.89 -1.35 -3.44  0.093
H: -3.06 -0.42 -3.21  0.100
H: -4.37 -0.91 -1.16  0.096
H: -3.25 -1.47 0.95  0.094
C: 5.43 -6.33 -7.03  -0.104
C: 6.01 -6.64 -8.26  -0.105
C: 5.37 -6.52 -9.47  -0.099
C: 4.04 -6.14 -9.42  -0.104
C: 3.43 -5.87 -8.22  -0.089
C: 4.15 -5.89 -7.01  -0.099
H: 6.00 -6.37 -6.11  0.102
H: 7.07 -6.87 -8.34  0.098
H: 5.91 -6.74 -10.37  0.104
H: 3.45 -6.03 -10.32  0.100
H: 2.39 -5.60 -8.17  0.097
H: 3.66 -5.71 -6.06  0.100
C: 2.11 -4.73 7.98  -0.090
C: 2.11 -5.17 9.29  -0.104
C: 3.26 -5.69 9.82  -0.116
C: 4.45 -5.57 9.16  -0.111
C: 4.50 -5.09 7.87  -0.097
C: 3.31 -4.71 7.25  -0.083
H: 1.17 -4.36 7.59  0.097
H: 1.22 -5.08 9.91  0.103
H: 3.29 -6.20 10.77  0.103
H: 5.36 -5.92 9.63  0.102
H: 5.43 -4.93 7.34  0.099
H: 3.33 -4.37 6.23  0.095